(1)
# C14H19NTl

A structure of composition C14H19NTl (ωB97M-V/def2-TZVPD, the Open Molecules 2025 dataset).

Calculated values
Energy above the lowest of the compared OMol25 structures with the same formula, charge and spin = 76.89 kcal/mol
HOMO level (spin up / spin down) = -1.57 / -1.57 eV
Charge = -1

```
35
C14H19NTl, DFT ωB97M-V/def2-TZVPD
Tl 0.067 -0.104 0.138
N -1.455 0.583 -0.967
C -0.849 -2.107 -1.183
C -1.169 -2.111 -2.458
C 2.403 -0.351 0.490
C 1.746 0.369 -1.637
C 1.711 1.507 -0.749
C 2.127 1.065 0.562
C -2.361 2.433 3.360
C -1.020 1.053 1.498
C -1.704 2.222 4.752
C -1.662 1.715 2.366
C 2.173 -0.778 -0.872
C -2.351 3.953 3.042
C -3.837 1.961 3.441
C -0.519 -2.415 0.081
H 1.365 2.508 -1.009
H -1.713 1.161 5.008
H -0.667 2.563 4.727
H -2.228 2.771 5.542
H -1.261 -2.391 0.894
H -3.873 0.897 3.682
H -4.402 2.505 4.206
H -1.195 -1.183 -3.050
H 0.498 -2.763 0.333
H -2.888 4.535 3.800
H -1.323 4.316 2.997
H 2.724 -0.984 1.314
H 2.155 1.677 1.462
H 2.269 -1.792 -1.253
H -2.140 0.944 -1.696
H -1.415 -3.047 -2.966
H 1.444 0.361 -2.685
H -2.825 4.132 2.075
H -4.329 2.115 2.479
```

(2)
# C14H19O5S

A cluster of 2 separate species, C14H19O5S in total (ωB97M-V/def2-TZVPD, the Open Molecules 2025 dataset).

Calculated values
HOMO level = -4.66 eV
Charge = -1

```
39
C14H19O5S, DFT ωB97M-V/def2-TZVPD
S 2.186 -2.375 1.487
O 0.657 -2.615 1.446
O 2.705 -1.214 2.622
O 2.877 -3.721 1.871
O -0.403 3.646 -2.021
O -1.353 1.578 -2.265
C 2.203 -0.371 -0.524
C -2.817 -2.124 -0.684
C -1.682 -0.917 -0.731
C -1.420 3.081 -4.067
C 0.763 0.824 1.516
C -2.535 -0.066 1.916
C -0.445 1.297 0.513
C -3.672 -1.248 1.921
C 3.230 0.003 1.984
C -3.832 -2.289 0.623
C -1.586 0.076 0.570
C 2.219 0.600 0.796
C 2.785 -1.909 -0.226
C -1.018 2.736 -2.644
H -2.876 -2.852 -1.611
H 3.973 -1.904 -0.211
H 3.233 0.846 2.823
H -0.936 2.269 0.980
H -1.104 4.093 -4.336
H 2.630 1.658 0.468
H -2.428 0.642 2.866
H 2.398 -2.629 -1.092
H -0.102 1.546 -0.583
H -2.508 3.020 -4.171
H -0.957 2.377 -4.765
H 2.990 0.097 -1.290
H 4.324 -0.079 1.578
H -4.381 -1.344 2.877
H 0.383 -0.115 2.144
H 1.183 -0.423 -1.096
H 0.901 1.689 2.316
H -0.934 -0.751 -1.636
H -4.652 -3.132 0.637
```